Here is a molecular structure, C3H3N3O in a non-equilibrium geometry from the Open Molecules 2025 dataset. Energies are from wB97M-V/def2-TZVPD.

```
10
Properties=species:S:1:pos:R:3:forces:R:3
C 1.169827 0.786525 -0.713173 -0.62 -3.47 -0.74
C 0.163762 0.286033 0.093442 -0.47 1.22 -4.17
C -1.502446 -0.776151 0.521704 -0.02 2.31 0.38
H 0.903707 -0.443879 -2.315913 1.34 3.05 1.22
H 1.923968 1.177907 -0.109891 1.92 1.19 -0.07
H -2.496998 -1.022275 0.494221 -2.22 -1.55 0.61
N -1.087562 -0.132618 -0.537852 3.27 -1.33 3.21
N -0.780481 -0.607887 1.770485 0.45 -0.21 -1.97
N 0.279800 0.065017 1.444055 -1.27 -0.13 -0.27
O 1.475021 0.404777 -2.027134 -2.37 -1.08 1.79
```
Positions in Å, forces in eV/Å.

Results
- 2S+1 = 1

***

Here is a molecular structure, C3H4CsO3 in a non-equilibrium geometry from the Open Molecules 2025 dataset. Energies are from wB97M-V/def2-TZVPD.

```
11
Properties=species:S:1:pos:R:3:forces:R:3
C -0.264967 -1.078493 0.505292 -0.84 -0.11 0.10
C -1.421205 -1.138175 -0.160096 0.53 0.34 -0.53
O 0.936347 -1.571525 0.064746 0.44 -0.62 0.32
H -0.195932 -0.756412 1.546588 0.15 0.68 -0.52
H -1.540857 -1.787569 -1.030316 0.27 0.44 -0.08
H -2.199965 -0.390978 -0.022523 -0.17 -0.71 0.77
H 0.815069 -2.199827 -0.659095 -0.19 0.12 -0.06
O -1.171773 3.064785 -0.163711 0.74 -0.02 0.41
C -0.030127 2.878165 -0.095766 -0.68 -0.10 -0.79
O 1.114617 2.660251 -0.127428 0.02 -0.01 0.39
Cs 3.958795 0.319775 0.142305 -0.28 -0.01 0.00
```
Positions in Å, forces in eV/Å.

Results
- 2S+1 = 1
- charge = +1

***

Here is a single C5H8O molecule in a non-equilibrium geometry from the Open Molecules 2025 dataset. Energies are from wB97M-V/def2-TZVPD.

```
14
Properties=species:S:1:pos:R:3:forces:R:3
C 1.303398 -0.330784 1.878489 0.56 -0.68 0.41
C 0.843045 0.207692 0.566680 -1.33 -0.50 0.10
C -0.241742 -0.251752 -0.092599 1.50 -0.52 -1.81
O -0.514285 -1.649238 -0.064701 -1.38 1.50 1.64
C -0.972502 0.497581 -1.162123 1.32 0.13 0.82
C -0.663414 1.776964 -1.465785 -0.65 -2.10 -1.37
H 2.365219 -0.432026 1.756654 0.77 -0.45 0.45
H 0.877100 -1.285782 2.214300 0.08 -0.09 -0.82
H 1.170799 0.235362 2.818676 -0.16 0.77 -0.87
H 1.471382 0.866708 -0.022181 -0.28 1.01 0.83
H -1.137964 -1.709812 0.678291 -0.03 -0.83 -0.35
H -1.710868 -0.110611 -1.670524 -0.52 0.43 0.19
H 0.359194 2.070605 -1.288589 -0.29 0.96 0.66
H -1.272927 2.219951 -2.249404 0.42 0.36 0.11
```
Positions in Å, forces in eV/Å.

Results
- 2S+1 = 1
- SMILES = C=C/C(O)=C/C

***

Here is a molecular structure, C59H51InNOP3Si from the Open Molecules 2025 dataset. Energies are from wB97M-V/def2-TZVPD.

```
117
Properties=species:S:1:pos:R:3:forces:R:3
In -0.351128 0.212084 -1.120835 -0.37 -0.10 -0.01
C 1.264791 -6.602695 -0.823918 0.03 0.02 0.01
C 0.725542 -6.080378 0.343121 0.08 -0.01 -0.01
C 0.763298 -4.717456 0.582386 0.03 0.00 0.03
C 1.361958 -3.850248 -0.330451 0.06 -0.01 0.02
C 1.892634 -4.382769 -1.503088 0.02 0.02 -0.03
C 1.838797 -5.747108 -1.750113 0.01 -0.03 0.01
P 1.428273 -2.052248 0.037920 -0.08 0.05 0.02
C 2.939300 -1.576073 -0.879973 -0.02 -0.02 0.02
C 4.198223 -1.465490 -0.299280 0.00 0.03 0.04
C 5.284604 -1.060380 -1.056519 0.03 0.00 -0.01
C 5.131552 -0.762987 -2.404380 -0.01 -0.02 0.00
C 3.882000 -0.870630 -2.993913 0.02 0.01 0.00
C 2.792672 -1.269898 -2.230980 -0.03 0.03 -0.04
C 1.835102 -2.038807 1.826173 -0.01 0.00 -0.09
C 2.755097 -2.991838 2.270525 0.06 -0.06 0.00
C 3.106707 -3.080758 3.604230 -0.02 0.01 0.01
C 2.518426 -2.204981 4.502639 0.00 0.00 -0.01
C 1.609088 -1.259871 4.053590 0.04 0.00 0.03
C 1.229545 -1.125354 2.713262 -0.07 0.02 0.01
Si -0.042575 0.336465 2.124203 0.18 -0.18 -0.08
C 0.474417 1.797426 3.279704 0.02 -0.06 -0.01
C 0.581797 1.892999 4.663758 -0.04 0.01 -0.01
C 1.074377 3.034178 5.283797 -0.01 -0.03 0.03
C 1.530128 4.093702 4.521816 0.00 0.04 0.00
C 1.449464 4.028435 3.138331 0.00 0.00 0.01
C 0.889235 2.919615 2.523645 -0.06 -0.04 -0.10
P 0.596493 2.705706 0.716861 0.56 -0.28 0.01
C -0.190859 4.167465 -0.090167 0.05 0.08 -0.04
C -0.420741 5.358259 0.584920 0.07 0.23 -0.17
C -0.861006 6.486922 -0.098205 0.04 -0.02 0.01
C -1.059020 6.439755 -1.467611 0.00 -0.01 -0.01
C -0.782594 5.264527 -2.157909 -0.02 0.00 0.00
C -0.338117 4.147738 -1.475970 0.03 -0.01 -0.10
C 2.228763 3.345574 -0.152627 -0.02 0.13 0.22
C 2.768022 4.619223 0.028817 -0.04 0.04 -0.02
C 3.861252 5.064413 -0.698962 0.03 -0.01 -0.01
C 4.433489 4.249810 -1.664739 -0.01 -0.03 0.01
C 3.889507 2.995410 -1.893042 0.03 0.06 0.00
C 2.808065 2.557272 -1.142751 -0.08 -0.20 -0.15
C -1.540120 -0.796052 2.582435 -0.02 0.24 -0.01
C -1.740006 -0.786708 3.970631 -0.07 0.01 0.00
C -2.803156 -1.423806 4.581901 0.01 -0.01 0.00
C -3.719686 -2.119742 3.808342 0.01 -0.03 0.01
C -3.519233 -2.192934 2.444180 -0.10 0.00 -0.02
C -2.434877 -1.564536 1.825147 -0.16 0.09 -0.03
P -2.259705 -1.697630 0.015662 0.00 0.15 0.00
C -2.155933 -3.486472 -0.332562 0.11 0.09 -0.11
C -2.428583 -4.503755 0.573129 -0.10 -0.02 0.06
C -2.444323 -5.827726 0.155368 -0.05 0.02 -0.01
C -2.151047 -6.150443 -1.158342 -0.04 0.06 -0.04
C -1.831949 -5.142782 -2.059977 -0.05 -0.07 0.01
C -1.842091 -3.821998 -1.650268 0.02 0.02 0.01
C -3.907822 -1.357238 -0.725279 0.00 -0.09 0.10
C -4.951093 -2.283818 -0.715844 0.04 -0.01 -0.06
C -6.169076 -1.979489 -1.299276 -0.02 0.04 -0.03
C -6.360512 -0.750058 -1.917160 0.02 -0.03 0.01
C -5.324058 0.168296 -1.957550 -0.01 -0.01 0.02
C -4.106741 -0.139792 -1.367569 0.09 0.11 0.03
H 1.237919 -7.668376 -1.007802 0.00 -0.04 -0.01
H 0.271998 -6.737808 1.073333 -0.01 -0.01 0.01
H 0.349965 -4.326399 1.504506 0.00 0.00 0.00
H 2.379762 -3.739646 -2.223817 -0.01 -0.01 0.01
H 2.266166 -6.140324 -2.663559 0.01 -0.01 -0.01
H 4.322136 -1.653417 0.758870 0.00 0.01 -0.02
H 6.254774 -0.960400 -0.587162 0.01 0.00 0.00
H 5.982816 -0.440692 -2.989207 0.02 0.01 -0.01
H 3.748298 -0.633739 -4.041466 0.00 0.00 -0.02
H 1.815485 -1.339246 -2.699623 0.02 0.01 0.02
H 3.198267 -3.682250 1.560669 -0.02 0.01 0.02
H 3.822427 -3.822299 3.934033 0.01 -0.01 0.01
H 2.770169 -2.252766 5.555165 0.00 0.00 0.01
H 1.194784 -0.593346 4.794343 -0.02 0.03 0.04
H 0.258360 1.080486 5.299159 0.01 -0.01 0.03
H 1.113105 3.086090 6.364284 0.00 -0.01 0.02
H 1.940377 4.974731 4.997013 0.01 0.02 0.01
H 1.811725 4.858683 2.554561 0.03 0.05 -0.04
H -0.259005 5.428021 1.652995 0.08 0.12 -0.11
H -1.041946 7.403676 0.447953 -0.01 0.02 0.00
H -1.404946 7.316441 -1.999136 -0.01 0.01 -0.01
H -0.907844 5.221497 -3.232208 0.00 0.01 -0.01
H -0.098152 3.249640 -2.040011 -0.01 0.03 0.06
H 2.303758 5.320430 0.710651 0.02 -0.02 0.03
H 4.254214 6.057310 -0.521600 0.01 0.03 0.00
H 5.284197 4.593207 -2.238203 0.02 0.01 -0.02
H 4.311887 2.342301 -2.645786 0.01 -0.01 -0.04
H 2.424451 1.561089 -1.351192 0.04 0.17 -0.01
H -1.062027 -0.227045 4.597054 0.04 0.03 0.05
H -2.925550 -1.363096 5.655538 0.00 0.01 0.02
H -4.573386 -2.605927 4.261335 -0.02 0.00 0.00
H -4.237294 -2.737216 1.844373 -0.01 0.02 -0.02
H -2.630178 -4.274744 1.610584 0.02 -0.01 -0.02
H -2.670934 -6.608689 0.869261 -0.01 -0.02 0.02
H -2.151271 -7.183978 -1.477482 0.01 -0.02 -0.01
H -1.575851 -5.387254 -3.081890 0.01 -0.01 -0.03
H -1.608576 -3.038569 -2.364679 0.01 0.00 0.01
H -4.804966 -3.264543 -0.282767 0.02 -0.03 0.05
H -6.967938 -2.708461 -1.282284 -0.03 -0.02 0.00
H -7.311647 -0.517190 -2.375829 -0.03 0.01 -0.02
H -5.456754 1.123894 -2.446320 -0.01 0.03 -0.02
H -3.306120 0.592971 -1.396989 -0.07 -0.09 -0.02
C -3.380666 1.470151 1.711728 0.04 -0.16 -0.02
C -2.242148 2.364926 1.206896 0.13 0.00 -0.03
C -2.799630 2.963707 -0.109479 -0.05 0.15 -0.07
C -2.137477 3.451366 2.290443 0.02 0.03 0.13
N -0.921625 1.667206 0.982737 -0.27 -0.01 -0.07
H -4.271978 2.097414 1.770891 -0.01 -0.03 0.03
H -3.205494 1.072983 2.703184 0.11 -0.15 0.16
H -3.609167 0.655775 1.031147 0.01 -0.07 -0.01
H -2.594679 4.026758 -0.221374 -0.07 -0.07 0.00
H -3.882619 2.832861 -0.140532 -0.01 0.04 -0.04
H -2.383645 2.459182 -0.983583 0.02 0.03 0.01
H -3.062955 4.030675 2.297063 -0.04 0.04 0.02
H -1.313768 4.141562 2.147136 -0.38 -0.32 0.16
H -2.014000 2.997582 3.275042 -0.02 -0.04 0.01
O 2.500644 0.652992 0.765982 0.05 -0.08 0.13
C 1.350887 0.941686 0.895918 0.10 0.12 0.05
```
Positions in Å, forces in eV/Å.

Results
- 2S+1 = 1

***

Record-wise HOMO values, in eV: -9.97, -12.21, -8.17, -6.61
Record-wise HOMO-LUMO gap values, in eV: 8.56, 8.48, 8.60, 6.30